# 1
{"formula": "C26H45Br2NO35S8", "method": "ωB97M-V/def2-TZVPD", "smiles": "CC(=O)N(C)[C@@H]1OC(=O)C[C@H]1/C(Br)=C(\\C)Br.O=S1(=O)OCCO1.O=S1(=O)OCCO1.O=S1(=O)OCCO1.O=S1(=O)OCCO1.O=S1(=O)OCCO1.O=S1(=O)OCCO1.O=S1(=O)OCCO1.O=S1(=O)OCCO1", "e_lumo_ev": 0.18, "e_tot_ev": -327600.061, "homo_lumo_gap_ev": 8.856, "total_charge": 0, "multiplicity": 1, "homo_ev": -8.6752, "symbols": ["C", "C", "O", "N", "C", "C", "O", "C", "O", "C", "C", "C", "Br", "C", "C", "Br", "H", "H", "H", "H", "H", "H", "H", "H", "H", "H", "H", "H", "H", "O", "S", "O", "O", "C", "C", "O", "H", "H", "H", "H", "O", "S", "O", "O", "C", "C", "O", "H", "H", "H", "H", "O", "S", "O", "O", "C", "C", "O", "H", "H", "H", "H", "O", "S", "O", "O", "C", "C", "O", "H", "H", "H", "H", "O", "S", "O", "O", "C", "C", "O", "H", "H", "H", "H", "O", "S", "O", "O", "C", "C", "O", "H", "H", "H", "H", "O", "S", "O", "O", "C", "C", "O", "H", "H", "H", "H", "O", "S", "O", "O", "C", "C", "O", "H", "H", "H", "H"], "positions_angstrom": [[3.680, 2.338, 3.265], [2.562, 3.500, 3.157], [2.558, 4.392, 4.032], [1.670, 3.419, 1.986], [2.311, 4.247, 0.910], [0.290, 3.859, 2.276], [-0.090, 5.253, 2.118], [-1.526, 5.246, 2.320], [-2.411, 5.645, 1.557], [-1.612, 4.529, 3.763], [-0.441, 3.412, 3.621], [-0.790, 1.884, 3.864], [0.478, 0.897, 5.063], [-1.879, 1.186, 3.310], [-2.901, 1.899, 2.324], [-2.132, -0.728, 3.718], [3.423, 1.539, 2.490], [4.672, 2.813, 2.959], [3.695, 1.841, 4.284], [1.578, 4.367, 0.037], [3.230, 3.647, 0.557], [2.716, 5.247, 1.284], [-0.300, 3.362, 1.412], [-2.636, 4.182, 4.133], [-1.271, 5.303, 4.538], [0.189, 3.654, 4.555], [-3.392, 2.839, 2.739], [-3.762, 1.150, 2.158], [-2.450, 2.080, 1.286], [-3.029, -3.712, 4.194], [-3.502, -3.975, 2.866], [-4.521, -3.192, 2.237], [-3.921, -5.537, 2.779], [-3.159, -6.182, 1.750], [-1.852, -5.408, 1.677], [-2.221, -4.041, 1.874], [-3.716, -6.105, 0.821], [-3.004, -7.232, 1.994], [-1.347, -5.536, 0.722], [-1.176, -5.696, 2.487], [-1.599, 2.001, -0.273], [-1.710, 2.037, -1.703], [-1.832, 0.856, -2.501], [-0.483, 2.928, -2.280], [-1.002, 4.027, -3.033], [-2.358, 4.328, -2.418], [-2.911, 3.048, -2.096], [-1.102, 3.710, -4.075], [-0.326, 4.881, -2.978], [-3.013, 4.870, -3.099], [-2.253, 4.894, -1.487], [4.590, 1.382, 0.195], [4.045, 0.384, -0.679], [4.864, -0.527, -1.420], [3.024, 1.113, -1.703], [1.723, 0.535, -1.574], [1.642, 0.043, -0.138], [2.945, -0.472, 0.148], [1.648, -0.296, -2.281], [0.955, 1.273, -1.801], [0.884, -0.729, -0.005], [1.444, 0.869, 0.552], [9.502, 3.405, -2.817], [9.909, 2.194, -2.169], [11.269, 1.749, -2.141], [8.978, 0.987, -2.722], [8.290, 0.373, -1.629], [8.129, 1.470, -0.590], [9.346, 2.217, -0.647], [8.912, -0.443, -1.250], [7.331, -0.027, -1.959], [7.969, 1.074, 0.412], [7.307, 2.143, -0.850], [-1.186, -9.079, -1.019], [-2.436, -8.381, -1.041], [-2.641, -7.134, -0.360], [-3.600, -9.413, -0.588], [-4.579, -9.516, -1.626], [-3.826, -9.237, -2.917], [-2.896, -8.203, -2.584], [-5.348, -8.760, -1.446], [-5.036, -10.506, -1.621], [-4.487, -8.916, -3.725], [-3.256, -10.113, -3.239], [3.129, 0.056, 7.508], [4.487, 0.419, 7.235], [5.386, -0.428, 6.513], [5.187, 0.849, 8.633], [5.670, 2.190, 8.534], [4.754, 2.874, 7.530], [4.491, 1.883, 6.537], [6.700, 2.156, 8.169], [5.648, 2.676, 9.510], [5.211, 3.756, 7.083], [3.802, 3.152, 7.990], [-4.650, 7.939, -5.326], [-4.639, 7.326, -4.033], [-4.657, 5.906, -3.847], [-5.832, 7.979, -3.153], [-5.288, 8.571, -1.971], [-3.872, 8.982, -2.343], [-3.394, 7.934, -3.189], [-5.284, 7.814, -1.181], [-5.894, 9.420, -1.656], [-3.229, 9.096, -1.471], [-3.869, 9.911, -2.920], [-4.865, -8.793, -5.526], [-4.635, -8.388, -6.883], [-4.914, -7.069, -7.355], [-5.367, -9.456, -7.859], [-4.403, -10.044, -8.735], [-3.090, -10.006, -7.969], [-3.105, -8.759, -7.272], [-4.350, -9.435, -9.641], [-4.697, -11.060, -8.998], [-2.223, -10.068, -8.626], [-3.042, -10.808, -7.227]]}

=====

# 2
{"formula": "C26H45ClNOPY", "method": "ωB97M-V/def2-TZVPD", "e_lumo_ev": 2.05, "e_tot_ev": -54082.191, "homo_lumo_gap_ev": 2.880, "total_charge": -1, "multiplicity": 1, "homo_ev": -0.8327, "symbols": ["Y", "P", "Cl", "C", "H", "H", "C", "C", "C", "H", "C", "H", "H", "C", "H", "H", "C", "H", "H", "C", "H", "H", "H", "H", "C", "C", "H", "C", "H", "H", "C", "H", "H", "C", "H", "H", "C", "H", "H", "H", "H", "C", "H", "C", "H", "H", "C", "H", "H", "C", "H", "H", "C", "H", "H", "H", "H", "C", "C", "H", "C", "H", "C", "H", "H", "C", "H", "H", "C", "H", "H", "H", "H", "O", "C", "N"], "positions_angstrom": [[-3.100, -2.901, -1.758], [0.264, -0.141, 0.256], [-1.381, -4.443, -0.936], [-1.163, 0.929, 0.807], [-2.047, 0.412, 0.376], [-1.251, 0.760, 1.899], [-0.026, -1.074, -1.327], [0.285, -1.391, 1.617], [1.194, -1.041, -2.264], [-0.130, -2.124, -0.985], [0.982, -1.852, -3.548], [1.412, -0.002, -2.551], [2.091, -1.419, -1.744], [-0.310, -1.460, -4.265], [1.848, -1.699, -4.204], [0.963, -2.921, -3.293], [-1.482, -1.660, -3.287], [-0.276, -0.416, -4.599], [-0.456, -2.086, -5.152], [-1.351, -0.745, -2.058], [-2.459, -1.516, -3.782], [-1.349, -2.745, -2.954], [-1.367, 0.313, -2.338], [-2.226, -0.849, -1.335], [1.773, 0.912, 0.332], [0.752, -0.777, 2.949], [-0.786, -1.656, 1.713], [0.576, -1.772, 4.105], [1.813, -0.493, 2.875], [0.197, 0.143, 3.180], [1.220, -3.136, 3.827], [1.002, -1.337, 5.016], [-0.498, -1.910, 4.284], [0.867, -3.701, 2.446], [2.311, -3.041, 3.906], [0.910, -3.849, 4.600], [1.056, -2.685, 1.308], [1.474, -4.590, 2.238], [-0.184, -4.025, 2.443], [2.127, -2.466, 1.175], [0.700, -3.144, 0.376], [1.891, 1.931, -0.817], [1.619, 1.482, 1.269], [2.997, 2.949, -0.512], [2.154, 1.406, -1.744], [0.939, 2.444, -1.004], [4.345, 2.275, -0.217], [3.100, 3.631, -1.365], [2.695, 3.554, 0.353], [4.238, 1.132, 0.801], [4.759, 1.879, -1.154], [5.056, 3.024, 0.150], [3.102, 0.149, 0.477], [5.184, 0.580, 0.851], [4.057, 1.555, 1.799], [3.327, -0.382, -0.461], [3.046, -0.614, 1.266], [-1.629, 2.484, -1.282], [-1.161, 2.280, 0.493], [-0.845, 2.278, -2.023], [-2.201, 3.097, 1.254], [-0.183, 2.769, 0.567], [-3.636, 2.709, 0.904], [-2.048, 2.955, 2.334], [-2.043, 4.157, 1.029], [-4.007, 3.028, -0.542], [-3.792, 1.642, 1.113], [-4.321, 3.252, 1.570], [-3.034, 2.425, -1.596], [-5.025, 2.674, -0.740], [-4.018, 4.121, -0.663], [-3.327, 1.365, -1.766], [-3.211, 2.950, -2.552], [-4.224, -0.520, 1.920], [-4.008, -1.191, 0.961], [-3.773, -1.868, -0.021]]}

=====

# 3
{"formula": "C26H45ClNPSZr", "method": "ωB97M-V/def2-TZVPD", "e_lumo_ev": [-1.20, -1.20], "e_tot_ev": -63104.078, "homo_lumo_gap_ev": [3.917, 3.916], "total_charge": 0, "multiplicity": 1, "homo_ev": [-5.1157, -5.1153], "symbols": ["Zr", "P", "Cl", "C", "H", "H", "C", "C", "C", "H", "C", "H", "H", "C", "H", "H", "C", "H", "H", "C", "H", "H", "H", "H", "C", "C", "H", "C", "H", "H", "C", "H", "H", "C", "H", "H", "C", "H", "H", "H", "H", "C", "H", "C", "H", "H", "C", "H", "H", "C", "H", "H", "C", "H", "H", "H", "H", "C", "C", "H", "C", "H", "C", "H", "H", "C", "H", "H", "C", "H", "H", "H", "H", "S", "C", "N"], "positions_angstrom": [[1.456, 0.157, 0.374], [0.152, 0.550, -2.100], [1.049, 2.501, 0.383], [-2.625, -0.620, -0.633], [-3.499, -0.342, -1.223], [-2.196, 0.137, 0.038], [2.057, 0.722, -2.376], [-0.704, 2.221, -2.420], [2.386, 0.776, -3.886], [2.266, 1.723, -1.955], [3.846, 1.179, -4.108], [2.202, -0.207, -4.340], [1.747, 1.502, -4.406], [4.845, 0.298, -3.346], [4.080, 1.147, -5.180], [3.971, 2.221, -3.788], [4.459, 0.077, -1.892], [4.942, -0.673, -3.850], [5.837, 0.758, -3.368], [2.974, -0.346, -1.708], [5.097, -0.683, -1.424], [4.617, 1.000, -1.316], [2.770, -1.322, -2.162], [3.019, -0.614, -0.557], [-0.537, -0.515, -3.514], [-2.208, 2.083, -2.680], [-0.579, 2.701, -1.436], [-2.915, 3.444, -2.676], [-2.378, 1.619, -3.659], [-2.652, 1.409, -1.939], [-2.262, 4.452, -3.629], [-3.966, 3.302, -2.953], [-2.900, 3.845, -1.653], [-0.734, 4.518, -3.500], [-2.532, 4.200, -4.664], [-2.682, 5.447, -3.446], [-0.047, 3.142, -3.454], [-0.320, 5.102, -4.330], [-0.483, 5.056, -2.575], [-0.112, 2.686, -4.453], [1.022, 3.283, -3.242], [0.178, -1.870, -3.636], [-1.561, -0.682, -3.129], [-0.552, -2.797, -4.624], [1.208, -1.709, -3.989], [0.255, -2.372, -2.664], [-0.790, -2.168, -6.003], [0.024, -3.721, -4.734], [-1.524, -3.078, -4.193], [-1.362, -0.748, -5.919], [0.161, -2.140, -6.557], [-1.475, -2.799, -6.579], [-0.637, 0.143, -4.905], [-1.314, -0.269, -6.903], [-2.427, -0.805, -5.649], [0.375, 0.340, -5.286], [-1.147, 1.111, -4.863], [-0.189, -1.452, 0.025], [-2.188, -1.928, -0.473], [0.177, -1.705, -0.991], [-2.803, -2.801, 0.613], [-1.860, -2.531, -1.348], [-1.985, -2.807, 1.932], [-3.791, -2.382, 0.859], [-2.994, -3.851, 0.299], [-0.617, -3.411, 1.759], [-1.955, -1.786, 2.336], [-2.571, -3.399, 2.641], [0.355, -2.543, 0.914], [-0.209, -3.603, 2.759], [-0.736, -4.365, 1.231], [1.147, -2.196, 1.624], [0.905, -3.260, 0.282], [-0.234, -0.389, 4.878], [0.551, -0.085, 3.508], [1.122, 0.120, 2.449]]}

=====

# 4
{"formula": "C26H45ClO2Si4Sr", "method": "ωB97M-V/def2-TZVPD", "e_lumo_ev": 3.96, "e_tot_ev": -76658.889, "homo_lumo_gap_ev": 4.791, "total_charge": -2, "multiplicity": 1, "homo_ev": -0.8354, "symbols": ["Sr", "Cl", "C", "C", "C", "C", "O", "C", "C", "O", "C", "H", "H", "H", "H", "C", "C", "C", "C", "H", "H", "H", "H", "H", "H", "H", "H", "H", "C", "Si", "C", "C", "Si", "Si", "C", "C", "C", "Si", "C", "C", "C", "H", "H", "H", "H", "H", "H", "H", "H", "H", "H", "H", "H", "H", "H", "H", "H", "H", "H", "H", "H", "H", "H", "H", "H", "H", "H", "H", "C", "C", "C", "C", "C", "C", "H", "H", "H", "H", "H"], "positions_angstrom": [[1.421, -0.243, -1.362], [2.229, -8.216, -0.805], [1.957, -6.490, -0.631], [1.766, -5.949, 0.656], [1.553, -4.615, 0.831], [1.530, -3.688, -0.278], [1.374, -2.450, -0.085], [1.688, -4.288, -1.574], [1.586, -3.536, -2.800], [1.289, -2.358, -2.935], [1.912, -5.672, -1.718], [1.786, -6.613, 1.513], [1.395, -4.202, 1.816], [1.792, -4.134, -3.714], [2.040, -6.080, -2.715], [-1.581, 1.064, -3.533], [-0.545, 2.158, -3.266], [-1.189, 3.525, -3.537], [0.056, 2.002, -1.870], [-2.095, 1.189, -4.494], [-2.342, 1.068, -2.744], [-1.131, 0.067, -3.532], [0.264, 2.031, -4.001], [-1.993, 3.705, -2.814], [-1.614, 3.612, -4.546], [-0.453, 4.321, -3.406], [-0.725, 2.231, -1.129], [0.819, 2.792, -1.743], [1.943, 1.889, 3.351], [0.129, 2.108, 2.840], [-0.775, 2.555, 4.445], [0.127, 3.692, 1.811], [-0.609, 0.308, 1.549], [-0.626, -1.447, 3.099], [-1.454, -2.965, 2.328], [-1.416, -1.290, 4.817], [1.156, -1.958, 3.490], [-2.888, 0.783, 1.305], [-3.665, -0.446, 0.093], [-3.996, 0.705, 2.840], [-3.231, 2.489, 0.574], [2.323, 2.817, 3.793], [2.561, 1.644, 2.485], [2.067, 1.088, 4.081], [-0.284, 3.422, 4.905], [-0.767, 1.737, 5.161], [-1.817, 2.814, 4.252], [0.579, 4.512, 2.382], [-0.880, 3.992, 1.521], [0.689, 3.552, 0.886], [-2.533, -2.810, 2.246], [-1.285, -3.857, 2.940], [-1.066, -3.147, 1.325], [-2.475, -1.045, 4.770], [-0.930, -0.518, 5.411], [-1.307, -2.244, 5.349], [1.738, -2.044, 2.574], [1.179, -2.915, 4.025], [1.635, -1.210, 4.125], [-3.766, -1.436, 0.543], [-3.050, -0.549, -0.801], [-4.662, -0.105, -0.209], [-4.000, -0.284, 3.294], [-5.025, 0.946, 2.542], [-3.680, 1.420, 3.601], [-2.643, 2.673, -0.323], [-3.006, 3.283, 1.288], [-4.296, 2.558, 0.321], [3.568, 2.255, -5.591], [3.994, 2.741, -4.361], [3.771, 2.001, -3.203], [3.126, 0.750, -3.175], [2.729, 0.305, -4.453], [2.926, 1.026, -5.631], [3.721, 2.832, -6.498], [4.487, 3.709, -4.303], [4.103, 2.453, -2.268], [2.222, -0.654, -4.551], [2.571, 0.629, -6.579]]}

=====

# 5
{"formula": "C26H45InN11", "method": "ωB97M-V/def2-TZVPD", "e_lumo_ev": 2.03, "e_tot_ev": -49252.710, "homo_lumo_gap_ev": 5.491, "total_charge": -1, "multiplicity": 1, "homo_ev": -3.4632, "symbols": ["C", "C", "C", "In", "N", "C", "C", "C", "H", "H", "H", "H", "H", "H", "H", "H", "H", "H", "H", "H", "H", "H", "H", "C", "C", "N", "H", "H", "H", "C", "C", "N", "H", "H", "H", "C", "C", "N", "H", "H", "H", "C", "C", "N", "H", "H", "H", "C", "C", "N", "H", "H", "H", "C", "C", "N", "H", "H", "H", "C", "C", "N", "H", "H", "H", "C", "C", "N", "H", "H", "H", "C", "C", "N", "H", "H", "H", "C", "C", "N", "H", "H", "H"], "positions_angstrom": [[3.754, -0.903, -0.519], [3.093, 0.419, -0.916], [1.602, 0.461, -0.563], [1.136, 0.504, 1.623], [-0.963, -0.131, 1.791], [-1.394, -0.429, 0.641], [-1.270, -1.813, 0.015], [-2.155, 0.572, -0.256], [4.834, -0.806, -0.637], [3.372, -1.721, -1.122], [3.588, -1.085, 0.542], [3.627, 1.248, -0.449], [3.171, 0.475, -2.010], [1.155, 1.358, -1.002], [1.113, -0.408, -1.007], [2.098, -0.644, 2.597], [1.344, 2.139, 2.250], [-2.252, -2.293, 0.070], [-0.989, -1.769, -1.041], [-0.516, -2.400, 0.531], [-2.134, 0.264, -1.304], [-3.183, 0.641, 0.092], [-1.661, 1.536, -0.169], [-2.680, 0.393, 4.346], [-4.033, 0.565, 4.862], [-5.105, 0.701, 5.254], [-2.060, 1.239, 4.634], [-2.245, -0.519, 4.747], [-2.684, 0.324, 3.257], [5.776, 3.780, 1.482], [4.338, 3.963, 1.647], [3.205, 4.107, 1.766], [5.973, 2.956, 0.799], [6.214, 4.690, 1.077], [6.236, 3.561, 2.444], [-2.715, -5.045, 2.192], [-1.594, -5.272, 1.289], [-0.715, -5.451, 0.574], [-2.867, -5.930, 2.807], [-2.510, -4.188, 2.830], [-3.615, -4.844, 1.615], [-5.765, -0.203, 2.074], [-4.959, -1.272, 1.501], [-4.303, -2.098, 1.046], [-5.116, 0.569, 2.482], [-6.388, 0.237, 1.300], [-6.391, -0.599, 2.872], [5.219, 2.853, -2.890], [6.164, 2.232, -1.979], [6.870, 1.721, -1.231], [5.331, 3.935, -2.857], [5.401, 2.512, -3.903], [4.204, 2.586, -2.603], [-8.059, 0.482, 6.879], [-9.507, 0.591, 7.030], [-10.645, 0.678, 7.150], [-7.815, -0.329, 6.198], [-7.651, 1.405, 6.476], [-7.602, 0.284, 7.846], [1.019, 4.227, -3.424], [1.893, 3.329, -4.170], [2.567, 2.610, -4.757], [1.617, 4.961, -2.888], [0.348, 4.741, -4.109], [0.436, 3.654, -2.705], [1.503, -7.183, -1.280], [1.548, -7.567, -2.687], [1.584, -7.877, -3.792], [0.684, -6.490, -1.101], [1.357, -8.068, -0.665], [2.438, -6.703, -1.000], [-4.771, 1.487, -3.420], [-5.224, 1.464, -2.036], [-5.563, 1.442, -0.940], [-5.493, 0.972, -4.051], [-4.668, 2.516, -3.756], [-3.807, 0.987, -3.494], [7.885, 0.499, -5.861], [7.858, 1.822, -5.249], [7.839, 2.852, -4.745], [6.874, 0.200, -6.133], [8.506, 0.519, -6.755], [8.292, -0.222, -5.155]]}

=====

Q: Look up the multiplicity of the fourth one.
A: 1

=====

Q: multiplicity of number 1 (C26H45Br2NO35S8)?
A: 1